1.
117
Properties=species:S:1:pos:R:3:forces:R:3 method="wB97M-V/def2-TZVPD" homo_lumo_gap_ev=6.238 largest_force_ev_per_a=1.38 e_above_lowest_kcal_mol=0.00 spin_multiplicity=1 e_lumo_ha=-0.03005 energy_ha=-6286.561499
Cd 0.9530 1.0684 1.0083 -0.2 0.2 0.6
F -4.7056 0.0703 -1.0501 0.3 0.1 0.0
Ge -2.9357 0.4344 -0.8772 -1.2 -0.1 -0.6
C -2.8779 1.9354 -2.1971 0.5 -0.1 0.4
C -4.0792 2.5111 -2.6094 -0.1 0.0 0.1
C -4.1093 3.4517 -3.6242 0.0 0.0 0.0
C -2.9324 3.8292 -4.2559 0.0 0.0 0.0
C -1.7349 3.2552 -3.8715 0.0 0.0 0.0
C -1.6927 2.3196 -2.8357 -0.1 -0.1 0.1
P -0.1080 1.4862 -2.4145 0.0 0.5 -0.3
C 1.0443 2.8747 -2.0820 -0.1 -0.2 0.3
C 0.6978 4.2217 -2.0812 0.0 0.0 0.0
C 1.6671 5.1819 -1.8291 -0.1 0.1 0.0
C 2.9712 4.8102 -1.5446 0.0 0.0 0.1
C 3.3215 3.4687 -1.5381 0.1 -0.1 0.0
C 2.3657 2.5042 -1.8108 -0.1 0.0 0.0
C 0.3964 1.1076 -4.1525 0.0 -0.2 0.1
C -0.3844 0.1866 -4.8533 -0.1 0.1 0.0
C -0.1044 -0.1150 -6.1743 -0.1 0.0 0.0
C 0.9563 0.5056 -6.8209 0.0 0.0 0.0
C 1.7387 1.4179 -6.1308 0.0 -0.1 -0.1
C 1.4668 1.7129 -4.8014 0.0 0.0 0.1
C -3.3395 1.1115 1.0009 0.8 -0.4 -0.2
C -4.4665 1.9313 0.9171 -0.1 0.0 -0.2
C -5.1131 2.3884 2.0473 0.0 0.0 0.1
C -4.6597 2.0087 3.3012 0.0 0.0 0.0
C -3.5234 1.2352 3.4037 -0.1 -0.1 -0.1
C -2.8250 0.8049 2.2664 -0.1 -0.1 -0.3
P -1.2052 -0.0073 2.5323 -0.3 0.5 0.3
C -1.6327 -1.6144 3.3020 0.3 -0.2 -0.4
C -2.9336 -1.9818 3.6347 0.1 0.1 0.0
C -3.1683 -3.1626 4.3237 0.0 0.0 0.0
C -2.1137 -4.0010 4.6533 -0.1 0.0 0.0
C -0.8251 -3.6754 4.2569 0.1 -0.1 0.1
C -0.5817 -2.4899 3.5832 0.0 0.1 -0.2
C -0.6962 0.9568 4.0208 0.0 0.0 0.0
C -0.9192 2.3343 4.0203 0.0 -0.1 0.1
C -0.5326 3.1134 5.0943 -0.1 0.0 0.0
C 0.1085 2.5277 6.1759 0.0 0.0 0.0
C 0.3591 1.1667 6.1717 0.1 -0.1 0.1
C -0.0388 0.3797 5.0999 -0.1 0.0 -0.2
C -2.4893 -1.1483 -2.0788 0.3 0.3 0.6
C -3.3595 -1.0378 -3.1694 -0.2 0.1 0.0
C -3.3730 -1.9724 -4.1853 0.0 0.1 0.0
C -2.5095 -3.0545 -4.1294 0.0 -0.1 -0.1
C -1.6286 -3.1615 -3.0754 0.0 0.1 0.0
C -1.5855 -2.2112 -2.0472 -0.2 0.2 -0.1
P -0.3032 -2.4544 -0.7525 -0.1 -0.1 0.0
C 1.1434 -2.7169 -1.8548 0.1 0.1 0.2
C 1.2477 -1.9834 -3.0328 0.0 -0.1 0.1
C 2.3858 -2.0511 -3.8193 0.0 0.1 0.0
C 3.4518 -2.8462 -3.4271 0.0 0.0 -0.1
C 3.3645 -3.5732 -2.2500 0.1 0.0 0.1
C 2.2248 -3.5063 -1.4649 0.0 0.2 0.1
C -0.8179 -4.1742 -0.3239 0.0 0.1 0.1
C -1.9358 -4.2649 0.5054 0.1 0.0 0.0
C -2.4598 -5.4960 0.8604 -0.1 0.0 0.0
C -1.8809 -6.6601 0.3777 0.0 0.0 0.0
C -0.7801 -6.5806 -0.4611 0.0 -0.1 0.0
C -0.2480 -5.3471 -0.8101 0.0 0.0 0.1
H -5.0088 2.1859 -2.1585 0.0 0.0 0.0
H -5.0529 3.8803 -3.9360 0.0 0.0 0.0
H -2.9491 4.5533 -5.0599 0.0 0.0 0.0
H -0.8208 3.5249 -4.3852 0.0 0.0 0.0
H -0.3215 4.5257 -2.2782 0.0 0.0 0.0
H 1.3946 6.2284 -1.8506 0.0 0.0 0.1
H 3.7066 5.5669 -1.3074 0.0 0.0 0.0
H 4.3369 3.1619 -1.3261 0.0 0.0 0.1
H 2.6544 1.4573 -1.8405 0.0 0.0 0.1
H -1.2272 -0.2899 -4.3631 0.0 0.0 0.0
H -0.7174 -0.8342 -6.7023 0.0 0.0 0.0
H 1.1691 0.2803 -7.8576 0.0 0.0 0.0
H 2.5656 1.9071 -6.6296 0.0 0.0 0.0
H 2.0879 2.4288 -4.2812 0.0 0.0 0.0
H -4.8660 2.1888 -0.0532 0.0 0.0 0.1
H -5.9849 3.0219 1.9511 0.0 0.0 0.0
H -5.1774 2.3277 4.1963 0.0 0.0 0.0
H -3.1397 0.9743 4.3808 -0.1 0.0 0.0
H -3.7686 -1.3540 3.3639 -0.1 0.1 0.0
H -4.1799 -3.4177 4.6116 0.0 0.0 0.0
H -2.2993 -4.9109 5.2087 0.0 0.0 0.0
H -0.0054 -4.3462 4.4792 0.0 0.0 0.0
H 0.4239 -2.2341 3.2659 0.0 0.0 0.0
H -1.4137 2.8019 3.1785 0.0 0.0 0.1
H -0.7154 4.1800 5.0743 0.0 0.0 0.0
H 0.4233 3.1373 7.0124 0.0 0.0 0.0
H 0.8743 0.7066 7.0046 0.0 0.0 0.0
H 0.1627 -0.6821 5.1058 0.0 0.0 0.1
H -4.0498 -0.2063 -3.2173 0.0 -0.1 -0.1
H -4.0580 -1.8546 -5.0147 0.0 0.0 0.0
H -2.5232 -3.8090 -4.9052 0.0 0.0 0.0
H -0.9400 -3.9957 -3.0419 0.0 0.0 0.0
H 0.4290 -1.3560 -3.3437 0.1 -0.1 0.0
H 2.4336 -1.4745 -4.7355 0.0 0.0 0.0
H 4.3512 -2.8852 -4.0274 0.0 0.0 0.0
H 4.2000 -4.1806 -1.9275 0.0 0.0 0.0
H 2.1878 -4.0451 -0.5271 0.0 0.0 0.0
H -2.4060 -3.3572 0.8658 0.0 0.0 0.1
H -3.3224 -5.5460 1.5123 0.0 0.0 0.0
H -2.2880 -7.6252 0.6496 0.0 0.0 0.0
H -0.3355 -7.4856 -0.8551 0.0 0.0 0.0
H 0.6077 -5.3138 -1.4692 0.0 0.0 0.0
S 1.9796 2.5334 2.7782 0.1 -0.1 -0.5
C 1.5434 4.2260 2.7553 -0.1 0.0 -0.1
C 0.3090 4.6863 2.2972 0.1 0.1 -0.1
C -0.0192 6.0294 2.3808 -0.1 0.0 -0.1
C 0.8842 6.9414 2.9050 0.0 0.1 0.1
C 2.1265 6.4960 3.3394 0.0 0.0 0.0
C 2.4538 5.1528 3.2754 -0.1 -0.1 0.0
H -0.3860 3.9768 1.8629 0.0 0.1 0.0
H -0.9852 6.3641 2.0207 0.0 0.0 0.0
H 0.6261 7.9905 2.9750 0.0 0.0 0.0
H 2.8495 7.2041 3.7254 0.0 0.0 0.0
H 3.4130 4.7944 3.6264 0.0 0.0 0.0
O 2.0711 -0.7046 1.9578 0.1 0.2 -0.3
N 3.1694 -0.3783 1.4565 0.6 -0.6 0.1
O 3.1164 0.4929 0.5702 -0.3 -0.3 -0.2

2.
90
Properties=species:S:1:pos:R:3:forces:R:3 method="wB97M-V/def2-TZVPD" homo_lumo_gap_ev=11.173 largest_force_ev_per_a=5.43 e_above_lowest_kcal_mol=145.49 spin_multiplicity=1 e_lumo_ha=0.01889 smiles="CCOS(C)(=O)=O.CCOS(C)(=O)=O.CCOS(C)(=O)=O.CCOS(C)(=O)=O.CCOS(C)(=O)=O.CCOS(C)(=O)=O" energy_ha=-4457.785009
C 10.0367 9.8478 5.5365 -0.5 0.6 0.2
C 9.8130 9.1436 4.1975 1.7 0.0 0.6
O 8.5773 9.5036 3.6464 -2.1 -0.1 -1.1
S 7.9000 8.6924 2.3998 0.4 -1.5 -2.2
C 6.9509 7.3569 3.3208 1.1 2.1 -0.3
O 6.9470 9.5769 1.7561 1.1 -0.7 1.3
O 8.9228 8.0534 1.5200 -1.9 1.5 2.6
H 10.1738 10.9240 5.4312 0.0 0.0 -0.3
H 10.9173 9.4985 6.0756 0.0 -0.3 -0.3
H 9.1942 9.7584 6.2223 -0.1 -0.3 -0.1
H 10.5760 9.5000 3.5054 0.2 -0.4 0.0
H 9.9001 8.0682 4.3525 -0.1 -0.1 -0.3
H 7.7528 6.8692 3.8750 -0.4 -0.5 -0.1
H 6.3345 6.7835 2.6286 0.5 -0.1 0.0
H 6.3148 7.9401 3.9867 0.0 -0.2 0.1
C -5.7611 -11.0264 -3.5363 1.6 -0.3 0.6
C -7.0063 -10.1476 -3.4338 -0.8 -3.7 -1.6
O -7.1554 -9.6712 -2.1396 0.6 2.5 2.2
S -8.1644 -8.4730 -1.8051 -0.9 1.4 1.1
C -9.8181 -9.3613 -1.5139 1.5 -0.2 -0.3
O -7.7508 -7.8571 -0.5353 -0.6 -1.6 -2.4
O -8.2798 -7.6433 -2.9942 0.0 -1.0 1.2
H -5.6554 -11.8627 -2.8453 -0.8 0.3 0.7
H -4.8330 -10.4841 -3.3556 -0.1 0.5 0.0
H -5.5371 -11.5923 -4.4405 -0.8 0.7 -0.7
H -7.1125 -9.5476 -4.3376 0.0 1.0 0.8
H -7.8446 -10.8428 -3.3897 -0.2 -0.4 -1.4
H -10.5294 -8.6837 -1.0417 0.2 0.1 -0.3
H -9.6711 -10.2407 -0.8869 0.4 0.3 0.4
H -10.1392 -9.7995 -2.4589 -0.1 0.6 -0.2
C 0.7084 -0.2815 -0.1676 -0.9 -0.5 0.3
C 0.4276 -1.1597 -1.4105 1.8 0.5 0.2
O -0.7747 -1.9228 -1.2904 -0.9 -1.4 -0.7
S -1.0943 -3.0754 -2.4810 2.4 -2.4 1.0
C -2.6642 -3.7958 -1.8560 2.2 0.9 0.6
O -1.4074 -2.3567 -3.6695 0.4 0.1 -0.6
O -0.0160 -4.1682 -2.4645 -3.4 3.8 0.1
H 1.4981 0.4600 -0.2885 0.0 -0.2 -0.6
H 1.0075 -0.8803 0.6926 0.0 -0.2 -0.1
H -0.1782 0.2634 0.1567 -0.1 0.1 -0.2
H 0.4752 -0.5468 -2.3106 -0.7 0.0 -0.1
H 1.2772 -1.8370 -1.4974 -0.1 -0.3 -0.1
H -3.3055 -2.9351 -1.6662 -0.2 -0.4 0.0
H -2.2456 -4.2437 -0.9548 -0.8 -0.2 0.2
H -3.0204 -4.5388 -2.5696 0.1 0.3 0.0
C -5.6264 7.2432 3.8405 -1.5 1.3 0.6
C -4.6237 6.2097 3.5270 -0.1 -0.8 1.8
O -4.0771 6.3494 2.2726 3.5 1.2 -2.3
S -2.4387 6.8717 2.2376 0.1 0.0 0.4
C -2.6174 8.5858 2.9828 0.3 -1.7 -0.2
O -1.7820 6.0647 3.2905 -0.7 1.3 -2.5
O -1.9808 6.9720 0.8322 -1.4 -0.7 3.4
H -5.9682 7.0391 4.8552 -0.8 -0.4 -0.1
H -6.4207 7.3429 3.1007 -0.3 -0.7 0.2
H -5.3768 8.2948 3.9812 1.2 0.0 -0.3
H -3.9252 6.1743 4.3631 0.7 0.1 -0.3
H -5.0419 5.2038 3.5653 -0.5 0.0 -0.1
H -3.5636 8.9631 2.5951 0.3 0.3 0.2
H -1.7276 9.1967 2.8303 -0.2 -0.1 -0.7
H -2.5890 8.3440 4.0453 -0.6 0.2 0.0
C 2.2287 0.9376 -10.2903 -1.7 -0.2 0.5
C 1.9947 0.9452 -8.7367 0.8 0.3 -1.6
O 1.7089 2.2952 -8.2717 -1.6 0.7 -0.1
S 0.2924 3.0552 -8.8300 0.9 1.3 0.9
C 1.0746 4.0422 -10.2591 -1.7 -1.3 1.1
O -0.5666 2.0501 -9.4538 0.8 1.3 1.3
O -0.1862 4.0236 -7.7506 1.8 -3.6 -3.7
H 2.7275 1.8382 -10.6484 0.2 -0.2 0.3
H 1.2195 0.9194 -10.7018 0.1 0.2 -0.5
H 2.7194 0.0574 -10.7059 0.2 0.0 0.5
H 1.2053 0.2881 -8.3718 0.1 -0.1 -0.3
H 2.9710 0.6383 -8.3617 -0.3 0.4 0.9
H 1.7266 4.7726 -9.7799 -0.4 0.2 -0.5
H 0.1569 4.2942 -10.7905 0.0 1.3 0.4
H 1.5026 3.4034 -11.0317 0.6 -0.3 0.8
C 0.7260 -5.8183 5.1963 0.1 -0.8 -0.5
C 0.9511 -5.7111 6.6714 -2.9 0.9 -0.3
O 2.2325 -5.2202 6.9493 1.8 -1.1 1.2
S 3.2639 -6.2141 7.7405 1.0 -1.3 0.8
C 3.5445 -7.6061 6.5805 -1.3 1.1 0.2
O 4.5434 -5.5518 7.8298 -1.5 0.2 0.0
O 2.6199 -6.7637 8.9353 0.6 1.1 -1.8
H 1.3431 -6.6581 4.8768 -0.1 0.0 -0.6
H 0.9492 -4.9376 4.5942 0.2 0.1 0.4
H -0.3200 -6.0613 5.0095 0.0 -0.2 0.0
H 0.1946 -5.0279 7.0576 0.4 0.8 0.2
H 0.5389 -6.5928 7.1622 1.3 -0.7 0.3
H 4.3563 -8.2553 6.9085 -0.2 0.3 0.3
H 3.7321 -7.1730 5.5980 0.1 -0.1 0.1
H 2.5677 -8.0896 6.5917 0.2 -0.5 -0.2

3.
9
Properties=species:S:1:pos:R:3:forces:R:3 method="wB97M-V/def2-TZVPD" homo_lumo_gap_ev=9.032 largest_force_ev_per_a=2.77 e_above_lowest_kcal_mol=37.37 spin_multiplicity=1 e_lumo_ha=0.14727 smiles="O=C([O-])c1ncno1" energy_ha=-450.194220 total_charge=-1
O -3.2333 2.2274 -0.3090 -0.4 0.0 -0.6
C -2.6273 2.2242 0.7604 0.6 -0.5 -0.3
O -2.8251 2.7688 1.8358 0.0 0.3 0.9
C -1.3170 1.3586 0.6260 2.0 1.0 -0.3
N -1.1180 0.1439 0.2302 -0.8 0.1 0.2
C 0.2241 0.0471 0.0517 0.2 0.6 0.2
N 0.8844 1.1314 0.3162 0.8 -0.5 -0.3
O -0.0380 2.0415 0.6967 -2.6 -0.8 0.2
H 0.7131 -0.8398 -0.3001 0.1 -0.2 0.0

4.
48
Properties=species:S:1:pos:R:3:forces:R:3 method="wB97M-V/def2-TZVPD" homo_lumo_gap_ev="5.136 / 4.755" largest_force_ev_per_a=2.75 spin_multiplicity=3 e_lumo_ha="-0.33791 / -0.35092" energy_ha=-2228.410092 total_charge=+2
C 0.3690 -2.4047 2.1209 -0.8 1.2 1.1
C 0.1632 -0.8591 2.0649 0.1 -0.3 -1.7
C 1.3055 -0.0212 2.6547 -0.8 -1.0 0.5
N -0.9787 -0.4496 1.5601 2.0 0.5 1.7
Ta -0.7752 1.1610 0.1018 -1.7 -1.3 -1.8
C -2.7271 2.0701 0.8413 0.0 0.6 0.2
C -2.8805 3.5535 1.0693 -0.5 -0.5 0.2
N -2.1638 4.4999 0.7089 1.0 0.4 -0.6
C 1.2904 0.5372 -0.6448 1.3 0.6 -0.8
C 2.1723 1.8235 -0.8122 -1.1 0.2 0.8
O 3.1737 1.5679 -1.7255 0.5 -0.6 0.1
C 4.2308 0.7323 -1.2405 -0.5 0.7 -0.3
C 4.3271 -0.5224 -2.0842 0.5 1.0 0.8
F 3.1532 -1.0383 -2.3463 -1.6 -0.6 -0.3
F 5.0256 -1.4228 -1.4266 0.8 -1.0 0.9
F 4.9417 -0.2781 -3.2038 0.6 0.3 -1.5
C -1.8704 0.0171 -1.5745 0.8 0.5 1.6
C -1.6280 -1.4651 -1.7244 -0.5 -0.8 -0.9
O -0.4729 -1.9495 -1.0096 0.3 0.5 0.8
C -2.8386 -2.3284 -1.3720 0.9 0.4 0.4
N -3.2117 -2.1750 0.0414 -0.1 -0.2 0.1
H 0.9000 -2.7355 3.0094 0.6 -0.1 -0.1
H -0.6040 -2.9063 2.1192 -0.2 -0.1 -0.3
H 0.8569 -2.7105 1.2049 0.3 -0.1 -0.2
H 1.6030 -0.5147 3.5850 0.3 -0.2 0.1
H 2.1847 -0.0683 2.0321 0.4 0.1 -0.3
H 1.0399 0.9927 2.9143 -0.1 0.4 -0.5
H 0.0749 2.1649 1.4179 -0.1 0.1 -0.1
H -0.6423 2.6053 -1.0332 -0.1 -0.2 0.9
H -3.4870 1.7426 0.1393 0.0 -0.2 -0.4
H -2.9735 1.5570 1.7698 0.2 -0.3 0.3
H -3.7957 3.8227 1.5944 -0.3 -0.2 0.3
H -1.3604 4.1215 0.1936 0.1 0.4 0.1
H 1.1327 0.1575 -1.6486 -0.6 -0.2 -0.2
H 1.7814 -0.2549 -0.0890 -0.2 -0.2 0.3
H 1.5449 2.6034 -1.2073 0.0 0.4 -0.3
H 2.5221 2.1634 0.1591 0.3 0.0 0.2
H 4.0821 0.4822 -0.1994 -0.1 -0.2 0.3
H 5.1530 1.2891 -1.3336 0.3 0.1 -0.1
H -1.7309 0.5700 -2.4958 0.2 0.1 -0.4
H -2.9204 0.1468 -1.3227 -0.3 0.2 0.2
H -1.4593 -1.6706 -2.7774 0.2 -0.1 -0.3
H -0.4721 -2.9144 -1.0099 0.0 0.1 -0.4
H -2.5431 -3.3530 -1.5926 -0.2 -0.3 -0.2
H -3.6336 -2.0197 -2.0302 -0.5 -0.1 -0.1
H -2.4078 -2.4868 0.5775 0.1 0.1 0.0
H -3.9310 -2.8600 0.2521 -0.2 0.1 -0.1
Tm -1.5199 -0.9727 3.7720 -1.0 0.0 0.1